# 1
Density functional theory data (ωB97M-V/def2-TZVPD) for 2 unconnected molecules or ions with the total composition C2H11N3O.

Values from the calculation:
energy above the lowest of the compared OMol25 structures with the same formula, charge and spin	0.300	eV
LUMO	0.7	eV
2S+1	1
total charge	0
maximum force	0.022	hartree/bohr
frontier orbital gap	9.6	eV

Last columns: bonded neighbours and bond lengths (Å).
Atoms and positions in Å:
1 N 1.96 0.76 -0.30  C2 1.434, H4 1.014, H5 1.017
2 C 2.02 -0.41 0.53  N1 1.434, N3 1.510, H6 1.089, H7 1.089
3 N 1.52 -1.71 -0.05  C2 1.510, H8 1.011, H9 1.017
4 H 2.49 0.65 -1.16  N1 1.014
5 H 1.05 1.07 -0.63  N1 1.017
6 H 3.08 -0.57 0.73  C2 1.089
7 H 1.41 -0.22 1.41  C2 1.089
8 H 1.21 -1.55 -1.00  N3 1.011
9 H 0.65 -1.92 0.44  N3 1.017
10 N -1.31 1.10 -0.70  C11 1.453, H13 1.019, H14 1.010
11 C -1.70 0.12 0.31  N10 1.453, O12 1.422, H15 1.086, H16 1.088
12 O -3.10 -0.01 0.52  C11 1.422, H17 0.956
13 H -1.29 0.70 -1.63  N10 1.019
14 H -2.06 1.77 -0.81  N10 1.010
15 H -1.36 -0.84 -0.07  C11 1.086
16 H -1.24 0.40 1.25  C11 1.088
17 H -3.33 0.67 1.15  O12 0.956



# 2
Density functional theory data (ωB97M-V/def2-TZVPD) for 3 unconnected molecules or ions with the total composition C2H11NO2S.

Values from the calculation:
energy above the lowest of the compared OMol25 structures with the same formula, charge and spin	0.869	eV
LUMO	0.4	eV
2S+1	1
total charge	0
maximum force	0.041	hartree/bohr
frontier orbital gap	9.4	eV

Last columns: bonded neighbours and bond lengths (Å).
Atoms and positions in Å:
1 N -1.73 -1.92 0.42  C2 1.444, H5 1.006, H6 1.006
2 C -1.67 -1.19 -0.83  N1 1.444, C3 1.541, H7 1.093, H8 1.084
3 C -0.42 -0.31 -0.98  C2 1.541, S4 1.808, H9 1.087, H10 1.089
4 S 0.38 -0.31 -2.60  C3 1.808, H11 1.332
5 H -2.04 -2.87 0.32  N1 1.006
6 H -2.35 -1.43 1.06  N1 1.006
7 H -2.48 -0.46 -0.85  C2 1.093
8 H -1.78 -1.80 -1.71  C2 1.084
9 H -0.65 0.64 -0.50  C3 1.087
10 H 0.30 -0.81 -0.33  C3 1.089
11 H 1.13 0.77 -2.35  S4 1.332
12 O 2.55 -1.49 1.66  H13 0.965, H14 0.964
13 H 2.46 -0.53 1.64  O12 0.965
14 H 2.70 -1.69 0.72  O12 0.964
15 O 1.45 4.20 1.64  H16 0.968, H17 0.965
16 H 0.81 4.83 2.00  O15 0.968
17 H 1.35 4.35 0.70  O15 0.965